No. 1
A molecular structure, C3H2InO2 in a non-equilibrium geometry, computed with the ωB97M-V functional and the def2-TZVPD basis.

As for the highest occupied orbital energy: -13.2 eV. Its net charge is +1. Its gap between HOMO and LUMO is 7.5 eV. The calculation puts the total energy at -455.790814 Ha. The multiplicity is 1. The value obtained for the LUMO energy is -5.729 eV.

Last column: Mulliken charge in e.
Geometry (Å):
H: 1.19042 -0.35417 2.17215  0.401
O: -0.45917 -0.97681 0.91838  -0.366
O: -0.59521 -1.26409 -1.55130  -0.390
C: 0.82203 -0.60105 1.17434  -0.031
C: 1.35242 -0.60263 -0.08600  -0.541
C: 0.05688 -0.99742 -0.61241  0.625
H: 2.31765 -0.42143 -0.54510  0.325
In: -0.66697 2.93321 0.10749  0.977

No. 2
A molecular structure, C3H2KMgO3 in a non-equilibrium geometry, computed with the ωB97M-V functional and the def2-TZVPD basis.

As for the highest occupied orbital energy (alpha / beta): -4.6 / -5.2 eV. Its expectation value of S² is 0.7972. Its gap between HOMO and LUMO (alpha / beta) is 3.2 / 3.8 eV. The calculation puts the total energy at -1140.979395 Ha. The multiplicity is 2. The value obtained for the LUMO energy (alpha / beta) is -1.356 / -1.409 eV.

Last column: Mulliken charge in e.
Geometry (Å):
O: 1.35741 2.00865 0.75741  -0.460
O: 0.49266 -0.56618 -0.08306  -0.060
C: -0.18013 -1.67675 -0.45530  -0.144
C: -0.16470 0.70848 -0.09220  -0.314
O: -1.37002 -1.51025 -0.82262  -0.448
C: 0.17931 1.45455 1.02449  -0.176
K: 1.26819 -4.53581 -0.48586  0.866
H: -0.50614 2.20261 1.45634  0.206
H: 1.14638 1.55986 -0.51589  0.345
Mg: -2.22297 0.35483 -0.78332  0.185

No. 3
A molecular structure, C3H2LiO in a non-equilibrium geometry, computed with the ωB97M-V functional and the def2-TZVPD basis.

As for the highest occupied orbital energy: -2.0 eV. Its net charge is -1. Its gap between HOMO and LUMO is 4.9 eV. The calculation puts the total energy at -198.176866 Ha. The multiplicity is 1. The value obtained for the LUMO energy is 2.972 eV.

Last column: Mulliken charge in e.
Geometry (Å):
O: -1.60860 -1.00102 0.27478  -0.623
C: -1.02152 -1.00213 -0.85001  -0.332
H: 0.00199 -1.55468 -0.68301  0.008
C: 0.85163 1.34759 -0.11252  -0.058
C: 1.49460 0.53131 0.58267  -1.132
H: 0.33910 2.20986 -0.51471  0.333
Li: -0.05719 -0.53094 1.30281  0.804

No. 4
A molecular structure, C3H2LiO3Zn in a non-equilibrium geometry, computed with the ωB97M-V functional and the def2-TZVPD basis.

As for the highest occupied orbital energy (alpha / beta): -13.7 / -11.6 eV. Its net charge is +1. Its gap between HOMO and LUMO (alpha / beta) is 9.0 / 6.2 eV. The calculation puts the total energy at -2127.661998 Ha. The multiplicity is 1. The value obtained for the LUMO energy (alpha / beta) is -4.723 / -5.447 eV.

Last column: Mulliken charge in e.
Geometry (Å):
O: -1.17656 0.93762 -1.50881  -0.421
O: 0.66425 0.37456 0.54872  -0.344
C: 0.55443 -0.19647 1.74401  1.082
C: 0.36855 -0.39332 -0.63419  -0.356
O: -0.04642 -1.26907 1.87182  -0.691
C: -0.25961 -0.03870 -1.77128  0.041
Zn: 1.26218 0.97837 3.13727  0.038
H: 0.13629 -0.18043 -2.77919  0.313
H: -0.36552 1.57124 -0.98434  0.441
Li: -1.13760 -1.78380 0.37598  0.897

No. 5
A molecular structure, C3H2MnO2 in a non-equilibrium geometry, computed with the ωB97M-V functional and the def2-TZVPD basis.

As for the highest occupied orbital energy (alpha / beta): -13.7 / -13.8 eV. Its net charge is +1. Its expectation value of S² is 12.0163. Its gap between HOMO and LUMO (alpha / beta) is 8.1 / 7.0 eV. The calculation puts the total energy at -1416.540367 Ha. The multiplicity is 7. The value obtained for the LUMO energy (alpha / beta) is -5.607 / -6.822 eV.

Last column: Mulliken charge in e.
Geometry (Å):
H: -3.82847 1.62675 0.94402  0.375
O: 3.07447 -0.87074 -0.25812  -0.311
H: 3.05153 -1.69760 -0.76766  0.371
C: -2.82926 1.25204 0.78482  0.392
C: -1.80217 0.82302 0.26143  -0.763
O: 0.86790 -0.77633 -0.18356  -0.502
C: 1.96045 -0.62965 0.32249  0.595
Mn: -0.49445 0.27251 -1.10344  0.843

No. 6
C3H2N2 in the gas phase in a non-equilibrium geometry, computed with the ωB97M-V functional and the def2-TZVPD basis.

As for the highest occupied orbital energy: -10.4 eV. As for the SMILES: N#C[C@H]1C=N1. Its gap between HOMO and LUMO is 11.0 eV. The calculation puts the total energy at -224.912198 Ha. The multiplicity is 1. The value obtained for the LUMO energy is 0.552 eV.

Last column: Mulliken charge in e.
Geometry (Å):
C: 1.37063 0.18257 0.07840  0.371
C: -0.97251 -0.25821 -0.48549  -0.018
C: 0.05389 0.17278 0.47130  -0.342
N: 2.50360 0.21212 -0.15986  -0.377
N: -0.80495 -1.27812 0.21983  -0.342
H: -1.69547 0.15819 -1.19922  0.300
H: -0.45519 0.81068 1.07504  0.407

No. 7
A molecular structure, C3H2N2 in a non-equilibrium geometry, computed with the ωB97M-V functional and the def2-TZVPD basis.

As for the highest occupied orbital energy (alpha / beta): -9.6 / -9.6 eV. Its gap between HOMO and LUMO (alpha / beta) is 7.6 / 7.6 eV. The calculation puts the total energy at -224.843924 Ha. The multiplicity is 1. The value obtained for the LUMO energy (alpha / beta) is -2.058 / -2.055 eV.

Last column: Mulliken charge in e.
Geometry (Å):
C: 0.38211 -0.47492 -0.95838  -0.084
C: -0.47690 0.60851 0.75953  -0.114
C: 0.46794 -0.99514 0.26608  0.433
N: -0.02165 -0.49258 1.35834  -0.496
N: -0.24230 0.65013 -0.58024  -0.392
H: 0.85454 -0.70726 -2.11854  0.273
H: -0.96373 1.41126 1.27322  0.380

No. 8
C3H2N2 in the gas phase in a non-equilibrium geometry, computed with the ωB97M-V functional and the def2-TZVPD basis.

As for the highest occupied orbital energy (alpha / beta): -9.8 / -9.8 eV. Its gap between HOMO and LUMO (alpha / beta) is 8.4 / 7.5 eV. The calculation puts the total energy at -224.823717 Ha. The multiplicity is 1. The value obtained for the LUMO energy (alpha / beta) is -1.401 / -2.326 eV.

Last column: Mulliken charge in e.
Geometry (Å):
C: -0.96733 -1.60734 -1.45404  0.528
C: -0.41880 0.12344 0.48913  -0.293
C: 0.51116 -0.05970 -0.40251  -0.022
N: -1.95659 -2.02718 -1.91876  -0.425
N: 0.15850 -1.26583 -0.93528  -0.400
H: -1.30646 -0.43020 0.57185  0.296
H: 1.44886 0.46536 -0.47272  0.317

No. 9
2 unconnected molecules or ions with the total composition C3H2N2 in a non-equilibrium geometry, computed with the ωB97M-V functional and the def2-TZVPD basis.

As for the highest occupied orbital energy (alpha / beta): -9.4 / -9.4 eV. Its gap between HOMO and LUMO (alpha / beta) is 7.8 / 7.8 eV. The calculation puts the total energy at -224.784638 Ha. The multiplicity is 1. The value obtained for the LUMO energy (alpha / beta) is -1.536 / -1.538 eV.

Last column: Mulliken charge in e.
Geometry (Å):
C: 2.34075 2.17414 -0.13992  -0.194
C: -0.08178 0.35368 0.63111  0.050
C: 0.08359 0.02308 -0.62438  0.035
N: 3.43620 2.50340 -0.12989  -0.373
N: 0.09287 1.39553 -0.30735  -0.196
H: -0.18925 0.18241 1.67054  0.338
H: 0.15466 -0.63510 -1.45146  0.340

No. 10
C3H2N2O in the gas phase in a non-equilibrium geometry, computed with the ωB97M-V functional and the def2-TZVPD basis.

As for the highest occupied orbital energy: -9.2 eV. Its gap between HOMO and LUMO is 7.8 eV. The calculation puts the total energy at -299.904712 Ha. The multiplicity is 1. The value obtained for the LUMO energy is -1.403 eV.

Last column: Mulliken charge in e.
Geometry (Å):
C: -1.38600 0.58312 0.86286  -0.326
C: -0.07186 0.73601 0.35250  0.745
C: -0.75832 -0.66943 0.34147  -0.558
N: 1.32273 0.90055 0.55174  -0.488
N: 1.02536 0.60425 -0.62653  0.614
O: 1.40143 0.11735 -1.67847  -0.537
H: -0.58370 -1.49800 0.95000  0.304
H: -0.94964 -0.77385 -0.75357  0.247

In kcal/mol, the ΔE to the lowest compared entry with this formula, charge and spin values for the records above are, in order, 0.0 111.7 20.9 44.7 41.3 53.3 96.2 108.9 133.4 205.0.